[1]
Molecular formula: C50H52AsIrN2O2PSSe
Method: DFT, ωB97M-V/def2-TZVPD

XYZ file:
```
111
Properties=species:S:1:pos:R:3:forces:R:3:mulliken_charge:R:1
Ir -0.029820 -1.594136 0.679717 -0.12 -1.75 -0.75 2.966
N -0.357195 -2.701609 2.701060 0.01 0.50 -0.13 -0.793
C -0.948814 -4.068366 2.607506 -0.14 0.07 -0.01 -0.777
C -2.307307 -3.954529 1.917134 0.07 0.02 0.05 -0.526
C -2.059081 -3.450629 0.503550 -0.07 0.10 0.16 -0.021
O -1.812190 -4.252514 -0.365234 -0.21 0.01 -0.23 -0.580
O -2.024151 -2.129967 0.380758 0.24 0.14 0.07 -0.710
H 0.519764 -2.709842 3.212897 -0.04 -0.10 0.08 0.275
H -1.006453 -2.173089 3.270886 0.17 0.10 0.06 0.119
H -1.079694 -4.470566 3.614120 0.09 -0.04 0.00 0.461
H -0.275211 -4.725681 2.058141 -0.01 0.07 -0.10 0.391
H -2.934728 -3.263322 2.484106 -0.07 -0.01 -0.06 0.344
H -2.790008 -4.927792 1.866021 0.05 -0.04 0.08 0.414
N 2.008658 -1.541750 1.002937 0.21 0.11 0.43 -0.414
S 3.203076 -1.266063 -0.045458 -0.05 0.03 0.07 0.638
C 4.029841 -2.808988 -0.400116 -0.01 -0.08 0.00 0.775
C 4.035665 -3.254452 -1.712510 0.05 0.05 -0.03 -0.358
C 4.644506 -4.466428 -2.007851 0.00 0.01 -0.01 -0.705
C 5.225559 -5.216417 -0.997026 -0.01 0.00 0.01 -0.438
C 5.215863 -4.757362 0.315806 0.00 -0.01 -0.01 -0.807
C 4.620754 -3.545641 0.619853 -0.02 0.00 -0.02 -0.547
C 4.514044 -0.503680 0.915755 0.01 0.03 -0.01 0.409
C 5.638937 -0.104254 0.204459 0.00 -0.02 -0.01 -0.637
C 6.667756 0.539507 0.870551 0.00 0.00 0.01 -0.686
C 6.564697 0.791963 2.233706 0.01 -0.01 0.00 -0.577
C 5.436924 0.391049 2.932653 -0.01 0.02 0.00 -0.761
C 4.401882 -0.262199 2.273799 0.00 -0.04 -0.03 -0.212
H 2.325093 -2.086649 1.798570 0.06 -0.01 -0.04 0.395
H 3.569716 -2.662852 -2.489944 -0.04 -0.02 0.02 0.498
H 4.658793 -4.823688 -3.028560 0.00 0.00 0.00 0.444
H 5.693492 -6.163385 -1.230425 0.00 0.00 0.00 0.411
H 5.682807 -5.339255 1.098891 0.00 -0.01 0.00 0.432
H 4.637825 -3.171367 1.636924 0.00 0.01 0.00 0.346
H 5.711675 -0.296145 -0.859889 0.00 0.00 0.00 0.435
H 7.548664 0.850059 0.325133 -0.01 0.01 0.00 0.433
H 7.365495 1.304847 2.749044 0.00 -0.01 0.00 0.421
H 5.352365 0.595509 3.991588 0.01 -0.02 0.00 0.450
H 3.514105 -0.562968 2.815120 -0.02 0.05 0.00 0.359
C -1.698018 -1.900728 -7.245788 -0.03 -0.02 0.02 -1.588
C -1.207548 -1.975128 -5.826396 0.02 -0.01 0.01 0.584
C -0.978006 -0.830960 -5.080156 -0.01 -0.01 0.02 -1.044
C -0.493800 -0.885115 -3.775456 0.03 0.05 -0.07 0.764
C -0.237917 0.380698 -3.032543 0.07 0.16 0.07 -0.922
C -0.242054 -2.125040 -3.204344 -0.38 -0.51 0.06 0.449
Se 0.607638 -2.374382 -1.492234 0.55 0.96 -0.05 -0.233
C -0.477539 -3.305856 -3.926164 -0.05 -0.06 0.05 0.682
C -0.211910 -4.668041 -3.344209 0.05 0.02 0.04 -1.636
C -0.955941 -3.203212 -5.224752 0.02 0.02 -0.01 -0.984
H -1.881099 -0.870875 -7.548748 0.00 0.00 0.00 0.340
H -2.624521 -2.462988 -7.371017 0.00 0.01 0.01 0.363
H -0.964664 -2.329165 -7.930812 0.00 0.01 0.00 0.347
H -1.175801 0.141149 -5.519421 0.01 0.00 0.00 0.319
H -0.741833 1.220677 -3.510543 0.00 0.03 0.03 0.441
H 0.830451 0.609570 -2.977911 0.01 -0.03 0.01 0.415
H -0.590570 0.288241 -2.009691 -0.02 0.05 0.07 -0.617
H -0.632402 -4.760507 -2.342802 -0.06 0.00 -0.02 0.227
H 0.863015 -4.859662 -3.267236 0.00 0.01 -0.01 0.299
H -0.641182 -5.440729 -3.979666 0.00 -0.01 0.00 0.416
H -1.140091 -4.115734 -5.781507 0.00 0.00 0.00 0.417
C -2.024452 1.071676 0.356926 0.00 -0.06 -0.09 -0.211
C -3.235558 0.581354 1.142889 -0.03 -0.04 -0.01 -1.399
As -4.734309 1.868320 1.225788 -0.04 0.02 0.01 0.137
C -4.698146 2.472520 -0.629630 -0.01 -0.03 -0.02 0.235
C -5.003025 3.788668 -0.967997 0.00 -0.01 -0.01 -0.331
C -5.055221 4.180259 -2.298957 0.00 0.01 0.00 -0.565
C -4.818901 3.258290 -3.308896 0.00 0.00 0.00 -0.571
C -4.544307 1.937596 -2.983271 0.00 0.00 0.00 -0.555
C -4.491150 1.547951 -1.652114 0.01 0.00 0.00 -0.312
C -3.739439 3.307260 2.104977 -0.05 0.10 -0.04 0.080
C -3.948516 3.442500 3.476488 0.05 -0.01 0.01 -0.447
C -3.328041 4.454482 4.196510 0.02 -0.03 0.00 -0.702
C -2.492133 5.352820 3.550076 0.04 -0.02 0.00 -0.487
C -2.266315 5.223573 2.186735 0.01 -0.02 0.01 -0.844
C -2.885312 4.208252 1.469959 0.00 0.01 0.02 0.184
P -0.388894 0.564381 0.958249 -0.10 0.20 0.46 1.409
C 0.771273 1.722382 0.177659 0.06 -0.23 -0.21 1.273
C 2.094384 1.727058 0.614797 0.03 -0.05 -0.01 -1.369
C 3.025466 2.590790 0.064527 -0.02 0.00 0.00 -0.947
C 2.635744 3.475992 -0.932340 0.01 0.00 -0.02 -0.959
C 1.320267 3.487097 -1.370269 0.02 0.01 0.00 -0.848
C 0.392301 2.610044 -0.826122 -0.05 0.02 0.05 -1.070
C -0.326825 1.099386 2.708694 -0.08 0.09 0.00 1.565
C 0.294645 2.280169 3.117372 -0.02 -0.03 -0.01 -0.682
C 0.277173 2.659966 4.452284 -0.02 0.02 0.00 -0.842
C -0.383515 1.889657 5.395733 -0.02 0.02 0.00 -0.671
C -1.036723 0.731456 4.999946 0.01 -0.02 -0.01 -0.987
C -0.999824 0.345115 3.670644 0.03 0.01 0.00 -0.726
H -1.989254 2.162460 0.336641 0.01 -0.02 0.04 -0.460
H -2.075279 0.721277 -0.675227 -0.06 0.08 0.00 0.728
H -2.998281 0.405949 2.191217 -0.07 0.03 0.00 0.331
H -3.610725 -0.358987 0.744360 0.10 -0.02 0.01 0.657
H -5.203511 4.518631 -0.192450 0.02 0.00 0.01 0.467
H -5.286901 5.208256 -2.546499 -0.01 0.00 0.00 0.412
H -4.863424 3.564668 -4.345813 0.00 0.00 0.00 0.413
H -4.379262 1.205985 -3.764275 0.00 -0.01 0.00 0.466
H -4.296077 0.506666 -1.418278 0.01 0.00 0.00 0.412
H -4.615079 2.756567 3.987976 -0.03 0.02 -0.01 0.376
H -3.514421 4.552147 5.258397 0.00 0.00 0.00 0.454
H -2.026850 6.157917 4.104060 0.01 0.00 0.00 0.433
H -1.618876 5.924211 1.674252 0.00 0.00 0.00 0.430
H -2.718022 4.144900 0.401124 -0.05 0.03 -0.01 0.387
H 2.388673 1.059103 1.411361 0.00 0.01 0.03 1.304
H 4.049433 2.574302 0.417098 0.00 0.01 0.01 0.500
H 3.355748 4.158430 -1.364687 0.00 0.00 0.00 0.428
H 1.009791 4.181640 -2.139706 0.00 -0.02 -0.01 0.515
H -0.623845 2.633136 -1.192753 -0.03 -0.01 -0.02 0.538
H 0.790169 2.916598 2.399003 0.00 0.01 0.00 0.447
H 0.775508 3.572856 4.751002 -0.02 0.02 -0.01 0.496
H -0.409535 2.201755 6.431343 0.02 -0.01 0.01 0.438
H -1.581652 0.138102 5.722683 0.00 0.00 0.00 0.523
H -1.538446 -0.535183 3.356266 -0.12 0.05 0.03 0.040
```
Forces are in eV/Å.

Output
Total charge   +1
Molecular weight   1122.118 g/mol
LUMO level (spin up / spin down)   -3.37 / -3.37 eV
Kohn-Sham gap (spin up / spin down)   6.270 / 6.269 eV
E   -7677.3828 hartree
ΔE to the lowest compared entry with this formula, charge and spin   0.0 kJ/mol


[2]
Molecular formula: C20H22N4O6S3W
Method: DFT, ωB97M-V/def2-TZVPD

XYZ file:
```
56
Properties=species:S:1:pos:R:3:forces:R:3:mulliken_spin:R:1
W 0.287933 -1.033603 -0.097310 0.34 -0.09 -0.07 1.953
C -1.968727 -2.812334 -1.314072 0.00 -0.01 0.05 0.031
C -1.672222 -3.568468 -0.042507 0.04 0.01 -0.04 -0.018
N -0.906194 -2.690238 0.893306 -0.06 0.05 0.02 0.017
C -0.070214 -3.523272 1.811840 0.03 0.02 0.02 0.030
C 1.210717 -4.034931 1.144131 -0.01 0.01 -0.03 0.008
S 1.820296 -2.986326 -0.229652 -0.02 -0.19 -0.02 -0.037
C 1.121923 -3.835001 -1.709377 -0.01 0.03 0.02 0.008
C 0.249456 -2.916737 -2.550088 0.04 0.01 0.02 0.021
N -0.737155 -2.109948 -1.764220 0.02 0.05 -0.02 -0.028
H -2.342378 -3.476719 -2.095085 0.00 0.00 0.01 0.002
H -2.723344 -2.045756 -1.129878 0.01 0.01 -0.01 -0.006
H -2.591215 -3.905783 0.436984 0.00 0.00 -0.01 0.000
H -1.074628 -4.454292 -0.242490 0.00 0.00 0.01 0.001
H -1.596819 -2.202575 1.471697 0.01 -0.01 -0.01 -0.008
H 0.171280 -2.927223 2.685504 0.00 0.01 -0.03 0.000
H -0.666773 -4.371383 2.153646 0.01 0.00 0.02 0.000
H 2.020789 -4.060055 1.870800 0.00 -0.01 0.00 -0.003
H 1.114614 -5.042819 0.743276 0.00 0.01 -0.03 0.000
H 1.968108 -4.167218 -2.308612 0.01 0.01 0.00 -0.005
H 0.598907 -4.723667 -1.367018 0.01 -0.01 0.01 0.000
H 0.876178 -2.193538 -3.072071 -0.01 0.00 0.00 -0.001
H -0.277877 -3.505784 -3.303941 0.00 0.00 0.01 -0.001
H -1.035449 -1.379299 -2.407631 -0.01 -0.01 0.02 0.007
O -0.833861 0.724522 -0.506034 -0.21 -0.09 -0.13 -0.010
C -0.156843 0.968069 -1.559461 -0.08 0.04 0.05 0.015
O 0.691239 0.046997 -1.866621 0.08 0.11 0.11 -0.032
C -0.279457 2.205617 -2.337013 0.01 -0.03 0.01 0.015
C -1.495086 2.583815 -2.902887 -0.06 0.09 0.12 0.005
C -1.574454 3.766827 -3.618362 -0.02 -0.02 0.00 0.000
C -0.458527 4.583334 -3.745659 0.03 0.01 0.00 0.002
C 0.727353 4.187479 -3.156347 -0.07 -0.06 0.03 0.001
C 0.851126 3.002381 -2.461326 0.07 -0.03 -0.15 0.006
N 1.920112 5.057504 -3.264906 0.02 -0.02 -0.04 0.000
O 2.910748 4.702395 -2.661070 0.02 0.00 0.02 0.000
O 1.817261 6.048319 -3.945355 0.00 0.04 0.00 0.000
H -2.373958 1.963140 -2.784624 0.00 -0.01 0.02 0.001
H -2.510756 4.061735 -4.070273 0.00 0.00 -0.01 0.000
H -0.496453 5.517387 -4.287969 0.00 0.00 0.00 0.000
H 1.805065 2.733039 -2.030231 -0.01 -0.01 0.00 0.001
O -2.023794 -0.177328 2.278897 -0.01 -0.01 0.07 0.003
S -0.853597 -0.303485 3.101125 -0.05 -0.04 -0.02 0.016
O -0.812248 -1.320866 4.097116 0.03 -0.01 0.04 0.000
N 0.428164 -0.566330 1.989142 -0.27 0.39 -0.17 -0.024
C 1.206746 0.512379 1.922183 0.05 -0.17 0.06 0.035
S 2.170420 0.519925 0.532043 0.01 -0.08 0.06 -0.034
C 0.948690 1.531093 2.927459 0.09 0.10 0.03 0.012
C 1.663880 2.689048 3.191261 0.00 -0.02 -0.03 0.006
C 1.211063 3.512106 4.214345 0.00 0.01 0.01 -0.004
C 0.073452 3.187506 4.947338 0.01 -0.01 -0.02 0.011
C -0.653294 2.026157 4.685464 -0.04 -0.01 0.03 -0.003
C -0.191626 1.226039 3.667990 0.02 -0.10 -0.08 0.005
H 2.551713 2.937430 2.624372 0.00 0.00 0.00 0.002
H 1.752235 4.418256 4.448477 0.00 0.00 0.00 0.000
H -0.256033 3.848209 5.737565 0.00 0.00 0.00 0.000
H -1.536490 1.774272 5.256130 0.00 0.00 0.00 0.000
```
Forces are in eV/Å.

Output
Total charge   +2
Molecular weight   694.459 g/mol
LUMO level (spin up / spin down)   -6.74 / -7.55 eV
Expectation value of S²   2.015
Kohn-Sham gap (spin up / spin down)   8.208 / 7.588 eV
2S+1   3
E   -2706.8848 hartree


[3]
Molecular formula: C3H3Br2F
Method: DFT, ωB97M-V/def2-TZVPD

XYZ file:
```
9
Properties=species:S:1:pos:R:3:forces:R:3:nbo_charge:R:1
C -2.556671 0.145978 -0.665834 0.80 0.06 1.31 -0.128
C 0.040472 -0.677365 0.179673 1.23 -0.58 -0.02 -0.094
C 1.204006 0.310116 0.102970 -0.05 -2.17 1.15 0.025
F 1.523881 0.465679 -1.183029 0.40 0.22 -0.40 -0.312
Br -0.107557 -1.688153 1.709764 0.17 0.54 -0.21 0.212
Br 2.894032 -0.042156 1.206657 -1.04 0.18 -0.84 -0.060
H -2.292445 -0.078265 -1.698629 0.31 0.10 -0.52 0.071
H -1.519900 0.369074 -0.185876 -1.58 0.34 -0.88 0.072
H 0.814181 1.195092 0.534304 -0.24 1.30 0.42 0.213
```
Forces are in eV/Å.

Output
Total charge   0
Molecular weight   217.863 g/mol
LUMO level (spin up / spin down)   -1.93 / -1.96 eV
Kohn-Sham gap (spin up / spin down)   7.066 / 6.957 eV
E   -5363.6807 hartree
ΔE to the lowest compared entry with this formula, charge and spin   733.2 kJ/mol


[4]
Molecular formula: C5H15BN2O2S
Method: DFT, ωB97M-V/def2-TZVPD

XYZ file:
```
26
Properties=species:S:1:pos:R:3:forces:R:3:nbo_charge:R:1
O 6.447594 2.149315 0.589269 0.00 -0.07 0.05 -0.575
C 5.273574 2.186649 0.668852 0.12 0.32 0.18 0.844
N 4.085953 2.280172 0.808183 -0.26 -0.57 -0.51 -0.716
B 3.049491 1.679385 -0.191403 0.15 0.62 0.38 -0.019
S 3.177214 -0.277063 -0.362367 -1.01 -0.41 -0.21 -0.453
H 1.896336 1.892020 0.218560 0.11 -0.12 -0.04 -0.141
H 3.184228 2.163434 -1.290867 -0.04 -0.07 0.01 -0.057
H 4.341911 -0.724001 0.101353 0.21 0.30 0.23 0.154
C -1.067460 -1.890804 0.810404 0.05 -0.01 0.01 -0.637
C -1.357442 -0.408117 0.969468 0.07 -0.13 -0.06 -0.071
C -2.666602 0.054190 0.330140 0.03 0.11 0.06 -0.077
O -2.545883 0.103316 -1.072651 -0.03 -0.04 -0.05 -0.558
C -3.103331 -0.984900 -1.805138 0.00 0.01 0.00 -0.248
N -0.264095 0.358603 0.291643 0.01 0.11 -0.01 -0.698
H -0.880083 -2.150062 -0.232285 -0.04 0.00 -0.01 0.222
H -0.188855 -2.180509 1.386280 0.02 0.02 -0.02 0.242
H -1.914773 -2.474324 1.166924 -0.01 0.00 0.00 0.232
H -1.334246 -0.130823 2.023246 -0.06 0.02 0.00 0.222
H -2.897895 1.068871 0.665447 0.00 0.00 -0.01 0.198
H -3.484137 -0.597894 0.646084 0.02 -0.02 0.02 0.196
H -3.988883 -1.376641 -1.300778 -0.01 0.00 -0.01 0.177
H -2.379334 -1.790055 -1.944534 -0.01 -0.02 0.04 0.176
H -3.391119 -0.598367 -2.779456 0.01 0.00 -0.01 0.207
H 0.670713 -0.030667 0.473984 0.45 0.02 -0.06 0.480
H -0.229866 1.347020 0.549267 0.17 -0.02 0.05 0.451
H -0.433008 0.331241 -0.719631 0.07 -0.04 -0.01 0.450
```
Forces are in eV/Å.

Output
Total charge   0
Molecular weight   178.066 g/mol
LUMO level   -0.18 eV
Kohn-Sham gap   7.344 eV
E   -882.5167 hartree